[1]
{
  "formula": "CFOS",
  "method": "ωB97M-V/def2-TZVPD",
  "max_force_ha_per_bohr": 0.0777,
  "total_energy_ev": -16637.157,
  "e_lumo_ev": 3.998,
  "total_charge": -1,
  "de_lowest_kcal_mol": 49.1,
  "multiplicity": 1,
  "homo_lumo_gap_ev": 7.4,
  "mol_weight_da": 79.1,
  "elements": ["C", "O", "F", "S"],
  "xyz": [[-0.08621, -0.00305, -0.02387], [0.33662, 0.57126, -1.00894], [-0.06694, -1.42787, 0.20603], [-0.63243, 1.27181, 1.81482]]
}

---

[2]
{
  "formula": "C5H12NO",
  "method": "ωB97M-V/def2-TZVPD",
  "max_force_ha_per_bohr": 0.0335,
  "total_energy_ev": -8895.638,
  "e_lumo_ev": [-9.729, -13.769],
  "s_squared": 0.757,
  "total_charge": 2,
  "de_lowest_kcal_mol": 46.7,
  "multiplicity": 2,
  "homo_lumo_gap_ev": [9.1, 5.1],
  "mol_weight_da": 102.2,
  "elements": ["O", "C", "C", "C", "H", "H", "H", "H", "H", "H", "C", "C", "N", "H", "H", "H", "H", "H", "H"],
  "xyz": [[-0.32841, -1.39337, 1.89573], [-1.30225, -0.70983, 1.91784], [-1.89964, 0.13125, 0.81747], [-1.47062, 1.61144, 1.03811], [-1.85420, -0.63377, 2.89557], [-2.97911, 0.12369, 0.98243], [-1.65187, -0.22071, -0.18308], [-1.85292, 1.96760, 1.99294], [-1.71681, 2.21109, 0.16504], [-0.38493, 1.71358, 1.16715], [1.44744, -0.08660, -1.61762], [2.14260, -0.38220, -2.69164], [1.55499, -0.88187, -0.37090], [0.71568, 0.70835, -1.57585], [1.97340, 0.19287, -3.59365], [2.90191, -1.15207, -2.77116], [1.33306, -0.30118, 0.44084], [0.87572, -1.64527, -0.30117], [2.49596, -1.25298, -0.20807]]
}

---

[3]
{
  "formula": "C3H4IN3O2",
  "method": "ωB97M-V/def2-TZVPD",
  "max_force_ha_per_bohr": 0.0859,
  "total_energy_ev": -19839.574,
  "e_lumo_ev": [-0.195, -3.446],
  "de_lowest_kcal_mol": 8.3,
  "multiplicity": 1,
  "homo_lumo_gap_ev": [8.8, 3.8],
  "mol_weight_da": 241.0,
  "elements": ["C", "C", "C", "N", "N", "N", "O", "O", "I", "H", "H", "H", "H"],
  "xyz": [[0.21136, -0.39255, 0.09335], [0.22954, 1.83265, 0.03537], [-0.11970, -1.71776, 0.40497], [1.08962, -0.03204, -0.78151], [-0.39181, 0.79131, 0.61347], [1.19000, 1.25522, -0.82021], [0.04673, 2.99263, 0.25113], [0.40579, -2.74819, -0.19520], [-3.83867, -0.23804, 0.09946], [-0.97893, -1.78061, 1.02556], [-0.76557, 0.76138, 1.52572], [1.75105, 1.74825, -1.53157], [1.17058, -2.47225, -0.72055]]
}

---

[4]
{
  "formula": "C32H41FNPS5W",
  "method": "ωB97M-V/def2-TZVPD",
  "max_force_ha_per_bohr": 0.0663,
  "total_energy_ev": -103348.276,
  "e_lumo_ev": [-0.425, -0.511],
  "s_squared": 2.021,
  "de_lowest_kcal_mol": 0.0,
  "multiplicity": 3,
  "homo_lumo_gap_ev": [6.3, 7.2],
  "mol_weight_da": 833.8,
  "elements": ["W", "C", "C", "C", "C", "C", "C", "C", "C", "S", "C", "N", "C", "C", "C", "C", "C", "C", "C", "C", "H", "H", "H", "H", "H", "H", "H", "H", "H", "H", "H", "H", "H", "H", "H", "H", "S", "S", "S", "S", "F", "C", "C", "C", "C", "C", "C", "H", "H", "H", "H", "C", "C", "C", "P", "C", "C", "C", "C", "C", "C", "H", "H", "H", "H", "H", "H", "H", "H", "H", "H", "H", "H", "H", "H", "H", "H", "H", "H", "H", "H", "H"],
  "xyz": [[1.86676, -0.27567, 0.50414], [-2.76627, 4.45939, -2.44696], [-1.31961, 4.62140, -1.84677], [-1.07406, 6.11212, -1.67766], [-0.39621, 4.10045, -2.87647], [-1.34994, 3.87734, -0.48278], [-2.33291, 4.14260, 0.41463], [-2.61748, 3.34277, 1.48196], [-1.81370, 2.23073, 1.72294], [-2.01732, 0.91198, 2.79835], [-0.64920, 0.13794, 2.10837], [-0.01256, 0.80886, 1.16715], [-0.66813, 2.00937, 0.88856], [-0.49691, 2.84619, -0.20288], [-0.16839, -1.14877, 2.55860], [-0.81106, -1.85306, 3.62244], [-0.37889, -3.11225, 4.00775], [0.79005, -3.59256, 3.44374], [1.48771, -2.84449, 2.44629], [0.96645, -1.59453, 1.92450], [-2.77964, 4.97315, -3.36881], [-3.52187, 4.80913, -1.72731], [-2.97725, 3.41273, -2.70190], [-1.26111, 6.54972, -2.64462], [-0.03791, 6.39125, -1.52053], [-1.70153, 6.66189, -0.93470], [-0.30238, 4.79748, -3.69064], [-0.66012, 3.08767, -3.16069], [0.59682, 4.00763, -2.48708], [-3.01071, 4.99294, 0.31218], [-3.50850, 3.50158, 2.13393], [0.45580, 2.59182, -0.78180], [-1.62591, -1.41845, 4.11704], [-0.93527, -3.67193, 4.70759], [1.15820, -4.50966, 3.86634], [2.39834, -3.25173, 2.05596], [3.64653, -1.93305, 0.00202], [5.09337, -0.51029, -0.50045], [3.69598, 1.10393, -0.29088], [2.27807, 0.95329, -1.66840], [3.63225, 1.85101, 6.27288], [3.41961, 1.38592, 5.02176], [3.88169, 0.13700, 4.56490], [3.47580, -0.35420, 3.32425], [2.65824, 0.44814, 2.46138], [2.24367, 1.70783, 2.97438], [2.53822, 2.12364, 4.25200], [4.53116, -0.45652, 5.20203], [3.81793, -1.28138, 2.86473], [1.61563, 2.27202, 2.33733], [2.12083, 3.07365, 4.61556], [2.13977, -2.66041, -3.04565], [0.80612, -1.96992, -2.81886], [-0.19834, -2.36198, -3.91025], [0.19312, -1.94932, -1.01196], [-0.02820, -3.66886, -0.38983], [-1.08911, -3.73222, 0.78587], [-0.42434, -4.75274, -1.40569], [-1.52017, -1.27720, -1.14885], [-2.70890, -2.17418, -1.53816], [-1.44371, -0.03528, -1.98707], [2.35871, -2.55511, -4.14467], [2.07953, -3.75418, -2.81134], [2.86989, -2.11154, -2.50598], [0.91466, -0.90823, -2.93150], [-0.00180, -1.94196, -4.88204], [-1.23402, -2.22063, -3.61059], [-0.16299, -3.46125, -4.11369], [0.97285, -3.88975, 0.04852], [-2.00388, -3.99187, 0.26600], [-1.22458, -2.77018, 1.30546], [-0.85728, -4.50593, 1.51270], [-1.18753, -4.32924, -2.07016], [-0.74373, -5.68801, -0.93720], [0.45999, -4.87788, -2.00074], [-1.63775, -0.90701, -0.12056], [-2.42801, -2.90033, -2.26332], [-3.45128, -1.50321, -1.99786], [-3.23265, -2.67572, -0.75508], [-1.32375, -0.21185, -3.05296], [-0.67020, 0.64043, -1.67723], [-2.39675, 0.51951, -1.95164]]
}

---

The highest multiplicity belongs to which entry? C32H41FNPS5W